Entry from the OMol25 dataset: a molecular structure, BeCl2 at a distorted geometry (wB97M-V/def2-TZVPD).

Calculated values
- E (a.u.) = -935.02286
- ΔE to the lowest compared entry with this formula, charge and spin (kJ/mol) = 410.1
- highest occupied orbital energy (hartree) = -0.386
- Kohn-Sham gap (eV) = 6.09

ORCA input file:
```
! RIJCOSX wB97M-V def2-TZVPD def2/J DEFGRID3
* xyz 0 1
Be -0.60 -0.97 0.29
Cl 1.93 -0.12 1.05
Cl -1.33 1.10 -1.35
*
```

Entry from the OMol25 dataset: a molecular structure, BeFH12O6 at a distorted geometry (wB97M-V/def2-TZVPD).

Calculated values
- E (a.u.) = -573.12269
- ΔE to the lowest compared entry with this formula, charge and spin (kJ/mol) = 151.4
- highest occupied orbital energy (hartree) = -0.498
- Kohn-Sham gap (eV) = 8.90

ORCA input file:
```
! RIJCOSX wB97M-V def2-TZVPD def2/J DEFGRID3
* xyz 1 1
Be -0.90 -0.61 0.18
F 0.40 0.14 -0.09
O -1.82 -0.96 -1.16
H -1.42 -0.58 -1.95
H -2.70 -0.68 -1.26
O -0.43 -2.16 0.81
H -0.86 -2.93 1.22
H 0.46 -2.19 1.16
O -1.77 0.28 1.43
H -1.28 0.70 2.21
H -2.69 0.54 1.49
O 2.30 -0.34 -1.87
H 2.05 0.05 -2.67
H 1.49 -0.37 -1.39
O 0.67 2.47 -1.19
H 0.55 1.59 -0.85
H 0.59 2.98 -0.36
O 2.16 0.87 1.39
H 1.44 0.61 0.68
H 1.77 0.59 2.23
*
```